Below is a cluster of 2 separate species, C5H6N3O3P in total at a distorted geometry, with properties calculated with the ωB97M-V functional and the def2-TZVPD basis.

```
! RIJCOSX wB97M-V def2-TZVPD def2/J DEFGRID3
* xyz -2 1
C -0.395 -0.572 -2.732
C -1.040 -1.744 -2.451
C -0.179 -0.024 -0.555
C -0.822 -1.305 -0.165
C 0.921 1.700 0.527
N -0.016 0.303 -1.811
N -1.305 -2.081 -1.108
N -0.874 -1.531 1.086
O 0.546 3.130 2.679
O -0.057 0.592 2.916
O 2.368 1.271 2.692
P 1.028 1.738 2.291
H -0.048 -0.402 -3.813
H -1.262 -2.486 -3.200
H 1.787 1.380 -0.117
H 0.376 2.493 0.166
H 0.188 -0.064 2.272
H -1.217 -2.397 1.322
*
```

Summary:
E_HOMO   -0.31 eV
Calculated total energy   -25182.733 eV

Below is the ion C22H34N2O with charge +2 at a distorted geometry, with properties calculated with the ωB97M-V functional and the def2-TZVPD basis.

```
! RIJCOSX wB97M-V def2-TZVPD def2/J DEFGRID3
* xyz 2 1
C 1.946 5.598 -1.218
C 1.591 4.082 -1.237
C 0.447 3.763 -0.246
C -0.957 4.160 -0.814
C -1.967 3.004 -0.676
C -3.417 3.501 -0.762
C -4.449 2.372 -0.812
C -4.684 1.717 0.590
C -3.986 0.340 0.606
C -3.406 -0.038 2.007
N -2.121 -0.786 1.756
C -0.978 -0.104 1.739
C 0.202 -0.748 1.473
C 0.155 -2.113 1.231
C 1.402 -2.895 0.890
C 1.494 -4.272 1.014
C 2.667 -4.872 0.636
N 3.695 -4.189 0.158
C 4.962 -4.849 -0.297
C 4.865 -5.032 -1.832
O 4.890 -6.404 -2.162
C 3.631 -2.852 0.063
C 2.510 -2.171 0.415
C -1.052 -2.812 1.287
C -2.189 -2.100 1.557
H 1.549 6.079 -2.116
H 1.456 6.061 -0.353
H 3.022 5.759 -1.120
H 2.475 3.516 -0.915
H 1.319 3.745 -2.244
H 0.409 2.673 -0.076
H 0.668 4.309 0.678
H -0.820 4.458 -1.860
H -1.305 5.039 -0.258
H -1.784 2.591 0.335
H -1.719 2.234 -1.420
H -3.505 4.148 -1.644
H -3.632 4.121 0.118
H -5.423 2.737 -1.160
H -4.177 1.578 -1.521
H -5.756 1.636 0.796
H -4.282 2.386 1.363
H -4.638 -0.462 0.242
H -3.115 0.385 -0.063
H -4.061 -0.749 2.515
H -3.184 0.842 2.609
H -1.041 0.959 1.945
H 1.106 -0.153 1.460
H 0.660 -4.850 1.391
H 2.734 -5.954 0.716
H 5.127 -5.795 0.221
H 5.746 -4.125 -0.073
H 5.656 -4.473 -2.352
H 3.913 -4.609 -2.199
H 4.669 -6.484 -3.098
H 4.483 -2.303 -0.325
H 2.443 -1.097 0.326
H -1.103 -3.880 1.124
H -3.141 -2.622 1.591
*
```

Summary:
Energy above the lowest of the compared OMol25 structures with the same formula, charge and spin   0.00 kJ/mol
E_HOMO   -14.73 eV
Calculated total energy   -28377.944 eV

Below is a cluster of 2 separate species, C24H31BrFN3O4 in total at a distorted geometry, with properties calculated with the ωB97M-V functional and the def2-TZVPD basis.

```
! RIJCOSX wB97M-V def2-TZVPD def2/J DEFGRID3
* xyz 0 1
C -1.232 3.841 -4.243
C -0.447 3.581 -2.958
N 0.791 2.881 -3.284
C 1.205 1.690 -2.718
O 0.435 1.097 -1.968
C 2.527 1.116 -3.049
C 3.528 1.905 -3.659
C 4.775 1.371 -3.992
F 5.711 2.151 -4.578
C 5.046 0.030 -3.717
C 4.074 -0.766 -3.105
C 2.829 -0.235 -2.769
O 1.921 -1.063 -2.173
C -0.113 4.881 -2.259
C -0.730 5.199 -1.039
C -0.429 6.395 -0.378
C 0.497 7.288 -0.923
Br 0.920 8.913 -0.014
C 1.113 6.984 -2.138
C 0.809 5.793 -2.805
H -2.151 4.391 -4.020
H -0.640 4.425 -4.953
H -1.505 2.892 -4.716
H -1.078 2.972 -2.300
H 1.437 3.336 -3.917
H 3.371 2.955 -3.879
H 6.014 -0.389 -3.978
H 4.278 -1.808 -2.880
H 1.138 -0.520 -1.916
H -1.445 4.513 -0.592
H -0.909 6.632 0.566
H 1.827 7.684 -2.560
H 1.293 5.586 -3.753
C 1.270 -5.461 3.683
N 0.894 -4.157 4.230
C -0.268 -3.517 4.072
O -0.443 -2.440 4.635
C -1.362 -4.107 3.153
C -1.247 -3.629 1.688
C -1.071 -2.114 1.441
C -0.900 -1.871 -0.059
C -2.259 -1.270 1.910
N -2.705 -3.834 3.673
C -3.252 -4.511 4.681
C -4.562 -3.983 5.217
O -2.750 -5.518 5.165
H 1.147 -5.470 2.599
H 2.315 -5.671 3.919
H 0.647 -6.241 4.125
H 1.548 -3.696 4.844
H -1.244 -5.190 3.146
H -2.121 -3.981 1.137
H -0.379 -4.130 1.257
H -0.168 -1.766 1.942
H -1.795 -2.186 -0.597
H -0.727 -0.810 -0.240
H -0.039 -2.428 -0.429
H -3.187 -1.655 1.487
H -2.307 -1.272 2.998
H -2.120 -0.237 1.591
H -3.165 -2.997 3.358
H -5.288 -3.922 4.409
H -4.397 -2.996 5.645
H -4.924 -4.660 5.989
*
```

Summary:
SMILES   C[C@@H](NC(=O)c1cc(F)ccc1O)c1ccc(Br)cc1.CNC(=O)[C@H](CC(C)C)NC(C)=O
E_HOMO   -8.87 eV
Calculated total energy   -110813.352 eV

Below is a structure of composition C57H41I4N8O2PbS2, with properties calculated with the ωB97M-V functional and the def2-TZVPD basis.

```
! RIJCOSX wB97M-V def2-TZVPD def2/J DEFGRID3
* xyz -1 1
Pb 0.283 0.347 0.174
I -5.261 1.445 -7.997
C -3.889 1.514 -6.396
C -2.532 1.583 -6.659
C -1.635 1.597 -5.602
C -2.074 1.530 -4.279
C -3.453 1.490 -4.049
C -4.361 1.484 -5.095
C -1.140 1.469 -3.131
C -0.047 0.593 -3.223
C 0.210 -0.391 -4.227
C 1.395 -0.994 -3.887
C 1.827 -0.365 -2.690
C 2.945 -0.839 -1.803
C 4.254 -1.335 -2.534
C 4.456 -1.068 -3.976
C 5.371 -1.753 -4.663
C 6.143 -2.807 -4.010
I 7.743 -3.640 -5.113
C 5.888 -3.256 -2.785
C 4.786 -2.664 -1.964
C 3.672 0.265 0.466
N 2.673 0.716 1.129
C 2.775 0.263 2.478
C 1.810 0.622 3.476
C 2.099 0.139 4.851
C 3.174 0.642 5.582
C 3.463 0.169 6.853
C 2.669 -0.830 7.394
I 3.155 -1.614 9.294
C 1.587 -1.338 6.698
C 1.304 -0.847 5.431
C 0.669 1.380 3.273
C -0.092 1.993 4.358
C -1.005 2.800 3.789
C -0.868 2.658 2.343
N 0.132 1.768 2.080
C -1.648 3.331 1.419
C -1.656 3.152 -0.008
C -2.328 4.042 -0.912
C -2.222 3.501 -2.159
C -1.453 2.302 -2.030
N -1.107 2.131 -0.706
C -2.583 4.363 1.947
C -2.110 5.488 2.620
C -2.977 6.465 3.090
C -4.336 6.311 2.884
I -5.666 7.790 3.594
C -4.841 5.205 2.222
C -3.960 4.241 1.756
C 3.857 -0.551 2.619
C 4.533 -0.654 1.298
N 0.980 0.575 -2.299
H -2.174 1.629 -7.678
H -0.577 1.689 -5.807
H -3.809 1.447 -3.029
H -5.425 1.452 -4.898
H -0.433 -0.662 -5.049
H 1.889 -1.813 -4.388
H 3.884 -0.272 -4.439
H 5.556 -1.556 -5.710
H 6.444 -4.080 -2.352
H 4.033 -3.429 -1.748
H 3.788 1.421 5.146
H 4.292 0.579 7.414
H 0.971 -2.116 7.131
H 0.462 -1.240 4.871
H 0.092 1.835 5.409
H -1.732 3.423 4.285
H -2.800 4.973 -0.643
H -2.571 3.921 -3.089
H -1.043 5.606 2.766
H -2.594 7.339 3.599
H -5.906 5.095 2.068
H -4.344 3.371 1.239
H 4.175 -1.061 3.514
H 5.591 -0.370 1.333
C -1.227 -3.937 4.621
S -2.161 -2.658 3.727
C -1.126 -2.171 2.377
S -1.905 -1.046 1.339
N 0.066 -2.696 2.338
N 0.844 -2.273 1.317
C 2.024 -2.758 1.227
C 2.900 -2.196 0.183
C 4.386 -2.008 0.522
C 5.275 -1.875 -0.718
C 5.063 -0.531 -1.482
C 3.830 0.243 -1.011
N 2.328 -1.770 -0.879
H -1.803 -4.860 4.603
H -1.067 -3.611 5.648
H -0.281 -4.055 4.101
H 2.402 -3.481 1.952
H 4.720 -2.839 1.147
H 6.315 -2.066 -0.445
H 5.960 0.025 -1.747
H 3.718 1.230 -1.461
O -1.580 -4.252 -1.261
C -2.085 -3.172 -1.431
O -1.472 -2.188 -2.078
C -3.520 -2.865 -0.971
N -3.848 -1.442 -1.126
C -5.232 -1.353 -1.585
C -5.296 -2.487 -2.598
C -4.535 -3.609 -1.877
H -3.599 -3.203 0.064
H -2.089 -1.426 -2.090
H -3.665 -0.925 -0.273
H -5.430 -0.375 -2.021
H -5.956 -1.529 -0.776
H -4.769 -2.188 -3.507
H -6.316 -2.768 -2.859
H -4.026 -4.282 -2.565
H -5.218 -4.202 -1.269
*
```

Summary:
Energy above the lowest of the compared OMol25 structures with the same formula, charge and spin   341.18 kJ/mol
E_HOMO   -3.81 eV
Calculated total energy   -135111.466 eV

Below is a structure of composition C54H56Cl2GaGe2NOS5 at a distorted geometry, with properties calculated with the ωB97M-V functional and the def2-TZVPD basis.

```
! RIJCOSX wB97M-V def2-TZVPD def2/J DEFGRID3
* xyz -1 2
Ga 0.517 -0.224 0.108
C 2.574 1.474 -7.152
C 2.765 0.165 -6.432
C 1.685 -0.661 -6.144
C 1.841 -1.853 -5.448
C 0.648 -2.734 -5.190
C 3.120 -2.213 -5.001
C 4.226 -1.422 -5.324
C 5.626 -1.789 -4.902
C 4.028 -0.243 -6.034
C 3.305 -3.466 -4.206
C 3.469 -4.658 -4.907
C 3.682 -5.850 -4.236
C 3.744 -5.851 -2.854
C 3.586 -4.675 -2.124
C 3.359 -3.465 -2.802
Ge 2.985 -1.813 -1.773
S 0.811 -1.880 -1.483
S 3.421 0.262 -2.562
Ge 3.918 0.633 -0.391
S 2.247 1.148 0.907
S 4.351 -1.551 -0.015
C 5.362 1.979 -0.127
C 6.709 1.659 -0.363
C 7.717 2.564 -0.025
C 7.419 3.797 0.521
C 6.093 4.142 0.706
C 5.062 3.260 0.386
C 3.676 3.787 0.598
C 3.138 3.864 1.882
C 3.861 3.345 3.100
C 1.833 4.325 2.042
C 1.055 4.699 0.961
C -0.385 5.103 1.131
C 1.629 4.665 -0.305
C 2.926 4.226 -0.504
C 3.486 4.207 -1.903
C 7.202 0.416 -1.037
C 7.667 -0.670 -0.298
C 7.493 -0.761 1.196
C 8.301 -1.717 -0.964
C 8.464 -1.717 -2.338
C 9.142 -2.857 -3.052
C 7.974 -0.632 -3.058
C 7.355 0.438 -2.432
C 6.883 1.616 -3.245
C 3.717 -4.757 -0.635
C 2.613 -4.939 0.196
C 1.223 -5.187 -0.328
C 2.804 -4.938 1.579
C 4.056 -4.799 2.144
C 4.235 -4.738 3.637
C 5.156 -4.703 1.294
C 5.006 -4.679 -0.081
C 6.207 -4.511 -0.970
H 1.533 1.615 -7.442
H 3.189 1.520 -8.054
H 2.862 2.311 -6.514
H 0.690 -0.365 -6.461
H -0.239 -2.325 -5.673
H 0.449 -2.810 -4.120
H 0.813 -3.746 -5.565
H 5.676 -2.776 -4.443
H 5.994 -1.070 -4.170
H 6.301 -1.776 -5.761
H 4.887 0.385 -6.256
H 3.437 -4.635 -5.991
H 3.810 -6.773 -4.789
H 3.915 -6.776 -2.314
H 8.747 2.280 -0.212
H 8.210 4.489 0.783
H 5.829 5.115 1.104
H 4.851 2.962 2.864
H 3.287 2.528 3.543
H 3.968 4.128 3.855
H 1.401 4.336 3.038
H -0.670 5.118 2.184
H -1.039 4.400 0.611
H -0.570 6.095 0.713
H 1.037 4.963 -1.164
H 2.919 4.881 -2.545
H 3.415 3.212 -2.345
H 4.536 4.504 -1.925
H 7.044 0.138 1.614
H 8.453 -0.926 1.689
H 6.840 -1.603 1.442
H 8.668 -2.558 -0.382
H 9.532 -3.590 -2.345
H 9.972 -2.499 -3.664
H 8.443 -3.370 -3.716
H 8.098 -0.613 -4.137
H 7.200 1.516 -4.283
H 7.277 2.555 -2.850
H 5.792 1.688 -3.227
H 1.171 -5.140 -1.414
H 0.533 -4.443 0.069
H 0.882 -6.176 -0.008
H 1.934 -5.019 2.222
H 3.276 -4.817 4.148
H 4.692 -3.792 3.932
H 4.883 -5.544 3.990
H 6.152 -4.607 1.718
H 7.120 -4.493 -0.377
H 6.141 -3.571 -1.523
H 6.286 -5.318 -1.702
O -2.529 -1.241 -1.568
H -1.772 -1.664 -1.992
H -2.272 -0.307 -1.543
Cl -0.458 1.373 -1.158
S 0.839 -1.776 3.266
C 1.075 -1.508 1.731
Cl -2.727 2.357 3.902
C -2.497 0.899 2.987
C -3.246 -0.229 3.260
C -3.010 -1.361 2.498
C -2.046 -1.323 1.509
N -1.349 -0.218 1.245
C -1.561 0.879 1.970
H -3.983 -0.219 4.051
H -3.565 -2.272 2.673
H -1.823 -2.183 0.894
H -0.977 1.756 1.717
*
```

Summary:
Energy above the lowest of the compared OMol25 structures with the same formula, charge and spin   53.85 kJ/mol
⟨S²⟩   0.756
E_HOMO (alpha / beta)   -3.15 / -5.16 eV
Calculated total energy   -305084.430 eV

Below is the molecule C4H9BrP2 at a distorted geometry, with properties calculated with the ωB97M-V functional and the def2-TZVPD basis.

```
! RIJCOSX wB97M-V def2-TZVPD def2/J DEFGRID3
* xyz 0 1
P 0.017 -1.840 1.496
C -0.433 -0.624 0.147
C -0.580 0.760 0.877
C -0.813 1.591 -0.373
P 0.540 1.099 -1.609
Br 2.294 2.131 -0.659
C 0.675 -0.622 -0.899
H 1.433 -1.964 1.294
H -0.147 -3.032 0.669
H -1.288 -1.131 -0.285
H 0.375 0.950 1.455
H -1.530 0.571 1.355
H -1.730 1.335 -0.922
H -0.820 2.683 -0.311
H 1.683 -0.612 -0.603
H 0.323 -1.297 -1.632
*
```

Summary:
Energy above the lowest of the compared OMol25 structures with the same formula, charge and spin   21.56 kJ/mol
SMILES   P[C@H]1CCP(Br)C1
E_HOMO   -8.56 eV
Calculated total energy   -92913.273 eV

Below is a cluster of 2 separate species, C5H11NO in total at a distorted geometry, with properties calculated with the ωB97M-V functional and the def2-TZVPD basis.

```
! RIJCOSX wB97M-V def2-TZVPD def2/J DEFGRID3
* xyz 0 1
C -3.085 -0.617 -1.649
C -2.044 -0.810 -0.829
C -1.055 0.191 -0.376
C 0.245 -0.105 -0.226
C 1.212 1.097 -0.228
N 2.620 0.751 -0.477
H -3.850 -1.374 -1.716
H -3.309 0.355 -2.081
H -1.848 -1.874 -0.711
H -1.335 1.200 -0.096
H 0.854 -0.949 -0.559
H 1.248 1.644 0.716
H 0.855 1.664 -1.079
H 2.810 -0.129 0.001
H 2.832 0.464 -1.433
O 1.551 -0.297 3.329
H 1.326 -1.225 3.368
H 0.974 0.012 4.044
*
```

Summary:
Energy above the lowest of the compared OMol25 structures with the same formula, charge and spin   296.29 kJ/mol
SMILES   C=C/C=C/CN.O
E_HOMO   -8.61 eV
Calculated total energy   -8898.626 eV

Below is the ion C25H32BrN4O3S2 with charge +1 at a distorted geometry, with properties calculated with the ωB97M-V functional and the def2-TZVPD basis.

```
! RIJCOSX wB97M-V def2-TZVPD def2/J DEFGRID3
* xyz 1 1
C -3.420 -4.538 -1.980
N -3.909 -4.000 -0.702
C -4.656 -5.026 0.034
C -4.684 -2.757 -0.921
C -5.129 -2.057 0.363
C -4.003 -1.800 1.372
N -2.867 -1.089 0.807
C -1.731 -1.778 0.482
O -1.763 -3.008 0.382
C -0.499 -1.002 0.275
C 0.297 -1.285 -0.833
C 1.431 -0.530 -1.073
C 1.780 0.474 -0.192
S 3.179 1.560 -0.548
O 3.743 1.111 -1.789
O 2.682 2.899 -0.456
N 4.134 1.250 0.764
C 4.788 2.392 1.373
C 5.761 3.106 0.433
C 7.053 2.339 0.167
C 6.831 0.934 -0.393
C 6.298 -0.039 0.661
C 4.771 -0.049 0.757
C 1.031 0.722 0.945
C -0.113 -0.013 1.182
C -2.990 0.263 0.540
N -2.371 0.843 -0.418
C -2.619 2.181 -0.449
C -2.062 3.096 -1.339
C -2.423 4.422 -1.245
C -3.336 4.840 -0.275
Br -3.817 6.673 -0.187
C -3.901 3.958 0.631
C -3.528 2.631 0.536
S -4.039 1.296 1.526
H -2.833 -3.787 -2.503
H -4.256 -4.838 -2.611
H -2.786 -5.403 -1.796
H -3.031 -3.705 -0.138
H -4.035 -5.911 0.156
H -5.556 -5.301 -0.514
H -4.937 -4.668 1.021
H -4.051 -2.076 -1.497
H -5.566 -2.994 -1.522
H -5.913 -2.623 0.866
H -5.563 -1.101 0.068
H -4.404 -1.199 2.193
H -3.621 -2.733 1.794
H 0.005 -2.070 -1.513
H 2.047 -0.693 -1.944
H 5.287 2.053 2.283
H 3.990 3.087 1.645
H 6.007 4.077 0.868
H 5.237 3.283 -0.508
H 7.632 2.268 1.092
H 7.647 2.914 -0.547
H 7.787 0.559 -0.763
H 6.139 0.977 -1.236
H 6.728 0.209 1.633
H 6.609 -1.057 0.419
H 4.358 -0.575 -0.108
H 4.465 -0.590 1.663
H 1.346 1.505 1.616
H -0.703 0.171 2.068
H -1.352 2.757 -2.074
H -1.999 5.148 -1.920
H -4.599 4.297 1.380
*
```

Summary:
Energy above the lowest of the compared OMol25 structures with the same formula, charge and spin   0.00 kJ/mol
SMILES   C[NH+](C)CCCN(C(=O)c1ccc(S(=O)(=O)N2CCCCCC2)cc1)c1nc2ccc(Br)cc2s1
E_HOMO   -10.90 eV
Calculated total energy   -130255.158 eV

Below is the molecule C4H3FOS2 at a distorted geometry, with properties calculated with the ωB97M-V functional and the def2-TZVPD basis.

```
! RIJCOSX wB97M-V def2-TZVPD def2/J DEFGRID3
* xyz 0 1
F 0.765 0.763 2.701
C 0.810 -0.224 1.831
C 0.344 -0.130 0.596
S 0.370 -1.559 -0.461
C -0.688 -0.598 -1.623
O -0.478 0.789 -1.388
C -0.067 1.112 -0.131
S -0.111 2.683 0.354
H 1.181 -1.146 2.267
H -1.769 -0.862 -1.500
H -0.358 -0.828 -2.646
*
```

Summary:
Energy above the lowest of the compared OMol25 structures with the same formula, charge and spin   0.00 kJ/mol
SMILES   F/C=C1/SCOC1=S
E_HOMO   -8.88 eV
Calculated total energy   -30630.437 eV